The following is a quantum chemistry calculation of the ion H2I3P2 with charge +1 in a non-equilibrium geometry, from OMol25.

The geometry in XYZ format:
```
7
Properties=species:S:1:pos:R:3:forces:R:3:mulliken_charge:R:1
P 0.57435 -0.01525 -0.62631 -1.4809 0.1230 0.7049 -0.029
P 2.23467 0.04301 0.75514 0.7592 0.5765 2.9798 -0.128
I 1.57712 1.09562 3.35167 0.3545 -1.1716 -2.2987 0.216
I 3.62946 -1.98286 1.10661 -0.8533 1.1989 -0.2539 0.277
I 3.49234 1.94448 0.04876 0.0235 -0.5041 -0.1441 0.314
H 1.31399 -0.90156 -1.39524 0.0694 -0.6769 -0.3338 0.165
H -0.32162 -0.93277 0.12123 1.1276 0.4542 -0.6543 0.185
```
Forces are in eV/Å.

For the energy above the lowest of the compared OMol25 structures with the same formula, charge and spin, the calculation gives 22.13 kcal per mole. The energy comes out at -1576.705364 hartree. The orbital gap (alpha / beta) is 6.76 / 6.75 eV. For the molar mass, the calculation gives 444.676 g/mol. Its total charge is +1.